(1)
An isolated molecule of C19H26N4O. Source: OMol25; level of theory: ωB97M-V with the def2-TZVPD basis set.

Geometry as ORCA input:
```
! wB97M-V def2-TZVPD RIJCOSX def2/J DEFGRID3
* xyz 0 1
O 0.46189 -3.28585 -0.04064
N 3.13797 0.45942 0.08779
N -0.35364 -1.18797 -0.54150
N 1.80340 -1.71474 -0.99920
N 1.70074 2.87334 0.62083
C 2.62082 0.76004 1.41435
C -2.48980 -0.06399 -0.29809
C 0.62440 -2.16283 -0.46588
C -4.18271 2.16960 -0.59654
C -4.30887 -1.23752 0.85256
C 3.46069 1.70694 -0.58487
C -3.50710 -2.33326 1.00455
C -1.67243 -1.22055 -0.10214
C 3.01892 -2.47059 -0.79594
C 1.38228 1.64342 1.31871
C -2.87906 2.19048 -1.10883
C 4.27096 -0.46045 0.13175
C 0.57579 3.78109 0.58351
C 3.84794 -1.91352 0.36535
C -3.82120 -0.08608 0.20299
C -2.06016 1.10425 -0.96435
C -2.19138 -2.32663 0.53406
C 2.20610 2.56667 -0.70060
C -4.64015 1.05137 0.03895
H -1.06752 1.16196 -1.39217
H 3.60422 -2.43600 -1.72079
H -2.52405 3.07122 -1.62512
H -3.87924 -3.21970 1.49643
H 2.45401 3.50235 -1.20705
H 3.26992 -1.99924 1.28589
H 0.57066 1.08786 0.81466
H 3.38326 1.27789 2.02070
H 0.28661 4.02703 1.60400
H -1.56822 -3.19429 0.66785
H 4.78169 -0.40258 -0.83392
H -5.64713 1.01623 0.42984
H 2.73208 -3.50488 -0.59327
H 1.04243 1.89388 2.32619
H -0.29905 3.35720 0.06658
H 4.22929 2.27409 -0.03442
H 4.74828 -2.51904 0.47902
H 3.84158 1.48186 -1.58470
H 4.99173 -0.15843 0.91027
H 1.45392 2.03235 -1.31337
H 0.87501 4.69667 0.07542
H -5.32369 -1.23490 1.22243
H 1.98351 -0.71277 -0.97090
H -0.06802 -0.33644 -0.99966
H 2.35241 -0.17195 1.91420
H -4.81674 3.03574 -0.71538
*
```

The calculation puts the energy at -1033.9067 hartree. As for the relative energy (zero: lowest compared OMol25 entry of this formula, charge and spin): 2.2 kcal/mol. As for the strongest force on any atom: 0.59 eV/A. The value obtained for the LUMO energy is 0.703 eV. The SMILES is CN1CCN(CCCNC(=O)Nc2cccc3ccccc23)CC1. Its HOMO-LUMO gap is 8.304 eV.


(2)
An isolated molecule of C19H26N4O3. Source: OMol25; level of theory: ωB97M-V with the def2-TZVPD basis set.

Geometry as ORCA input:
```
! wB97M-V def2-TZVPD RIJCOSX def2/J DEFGRID3
* xyz 0 1
O 5.19829 -0.96646 1.24593
O -2.35559 -0.00334 -0.07713
O -4.71167 3.30727 3.63028
N -1.21971 -0.05998 -2.00892
N -2.18182 0.96505 2.90520
N -3.31865 1.56553 3.35567
N 0.83501 -2.19573 -1.97357
C 1.97989 -2.19141 0.13547
C 4.13593 -0.85303 -0.95657
C -2.66136 3.66963 2.39433
C 1.93568 -1.82686 -1.21571
C 3.03419 -1.15249 -1.74218
C 3.07206 -1.89625 0.91739
C -0.09096 0.78744 0.00011
C 6.34112 -0.31921 0.74841
C -0.72540 -2.21176 -3.84462
C 0.42301 -1.47068 -3.15081
C -2.02437 -2.12439 -3.04292
C -1.96208 2.81281 1.34128
C -0.02834 -0.02655 -2.81917
C -2.34227 -0.67076 -2.69657
C -1.31623 0.19073 -0.67912
C 4.16810 -1.21907 0.38142
C -1.52627 1.51416 1.96625
C -0.26498 0.84369 1.51993
C -3.68647 2.85724 3.16518
H -3.15401 4.53464 1.95059
H 0.05861 -2.50205 -1.40355
H 6.81546 -0.89635 -0.05261
H 7.02766 -0.24287 1.59023
H 6.10889 0.68660 0.38121
H -2.54217 -0.10003 -3.61007
H 4.96262 -0.33002 -1.41120
H 1.27557 -1.42100 -3.83667
H -1.11475 3.35220 0.91551
H -0.87997 -1.76324 -4.82815
H 0.58994 1.38094 1.94232
H -1.94291 -2.70024 -2.11931
H -2.84484 -2.54815 -3.62283
H -0.44248 -3.25534 -3.98912
H 3.04910 -0.85614 -2.77957
H 0.06422 1.79008 -0.40690
H -3.89406 0.97459 3.94183
H -1.93302 4.03496 3.12643
H 1.13802 -2.71326 0.56814
H -0.25746 0.49999 -3.75325
H 0.79696 0.19028 -0.21116
H 0.77517 0.50582 -2.31414
H -3.20873 -0.61029 -2.03660
H 3.09959 -2.17736 1.95787
H -2.66021 2.57521 0.53217
H -0.26494 -0.16591 1.93073
*
```

The calculation puts the energy at -1184.3639 hartree. As for the relative energy (zero: lowest compared OMol25 entry of this formula, charge and spin): 54.9 kcal/mol. As for the strongest force on any atom: 0.84 eV/A. The value obtained for the LUMO energy is 0.573 eV. The SMILES is COc1ccc(N[C@H]2CCCN(C(=O)CCC3=NNC(=O)CC3)C2)cc1. Its HOMO-LUMO gap is 8.293 eV.


(3)
An isolated molecule of C19H26O3 in a non-equilibrium geometry. Source: OMol25; level of theory: ωB97M-V with the def2-TZVPD basis set.

Geometry as ORCA input:
```
! wB97M-V def2-TZVPD RIJCOSX def2/J DEFGRID3
* xyz 0 1
O 5.73241 0.57319 1.39917
O -3.84227 1.38460 1.42129
O -3.63749 1.60638 -0.85515
C -4.56248 2.55422 1.61569
C -1.34946 0.08907 1.37532
C 4.61932 0.16812 1.19641
C 2.55913 -2.35803 -0.28995
C 4.13001 0.51990 -0.12569
C 0.63133 -0.83132 0.23445
C -3.26052 1.16824 0.16855
C 2.95171 0.01186 -0.54226
C 2.75177 -1.19379 1.87376
C 0.14455 -0.30897 -1.11390
C -3.00986 -1.35618 0.21548
C -1.36893 0.13883 -1.20694
C 0.95400 0.92189 -1.66592
C -2.20977 0.05367 0.05770
C 2.43136 0.50239 -1.89821
C 3.88589 -0.52801 2.26964
C -2.01036 -0.09898 -2.58494
C 2.22942 -1.04812 0.35219
C 0.09510 0.15691 1.24646
H 1.00793 1.77394 -0.98711
H 4.59661 1.34104 -0.71149
H -3.89739 -1.17828 0.80179
H 2.97060 1.32236 -2.30285
H 0.31353 -1.33204 -1.69576
H -4.10437 3.39145 1.14951
H 1.95982 -3.14644 0.38799
H 3.65489 -2.67667 -0.25148
H -5.57951 2.44014 1.32690
H 0.09325 -1.70952 0.42383
H -1.51531 1.01634 1.78238
H -2.39435 -2.12913 0.64285
H 2.22164 -1.67121 2.72909
H 0.54401 0.07968 2.20044
H 0.56340 1.15323 -2.61995
H 2.24986 -2.54172 -1.24438
H 2.30593 -0.27863 -2.71789
H 0.30806 1.13856 0.82479
H -4.57966 2.75904 2.76714
H -1.30978 -0.13638 -3.44036
H 4.30863 -0.52423 3.24940
H -2.66175 -0.97358 -2.71082
H -2.56888 0.91028 -2.84767
H -1.24597 1.30569 -1.23823
H -1.59120 -0.75400 2.11290
H -3.51487 -1.70587 -0.77421
*
```

The calculation puts the energy at -965.1608 hartree. As for the relative energy (zero: lowest compared OMol25 entry of this formula, charge and spin): 79.9 kcal/mol. As for the strongest force on any atom: 5.49 eV/A. The value obtained for the LUMO energy is 0.465 eV. The SMILES is COC(=O)[C@]1(C)CC[C@H]2[C@H](CCC3=CC(=O)C=C[C@]32C)[C@H]1C. Its HOMO-LUMO gap is 9.694 eV.


(4)
A structure of composition C19H27AuN2O2PS2 in a non-equilibrium geometry. Source: OMol25; level of theory: ωB97M-V with the def2-TZVPD basis set.

Geometry as ORCA input:
```
! wB97M-V def2-TZVPD RIJCOSX def2/J DEFGRID3
* xyz 0 2
Au -0.36630 0.25203 0.17328
S -0.47891 2.07219 1.83591
S -2.70464 0.01562 0.41250
P -2.72733 1.96243 1.07587
O -4.23539 2.29709 1.37667
O -2.58298 2.87785 -0.24003
N -0.04657 -1.20912 -1.62540
N 1.71563 0.27776 -0.11452
C -1.22512 0.34462 -4.34836
C -1.01307 -2.05948 -2.19530
C -1.95177 -4.23823 -2.58557
C -1.42452 3.37524 -0.91583
C 1.22198 -1.33971 -1.82533
C 3.95130 0.45013 -0.23023
C -2.12564 0.00267 -3.15590
C 2.16184 -0.57860 -1.09190
C 0.17653 -4.15829 -1.30039
C -0.93572 -3.45413 -2.04499
C -1.82383 4.64294 -1.64578
C 2.78271 0.89827 0.39738
C -3.09613 -2.29519 -3.37925
C 3.55684 -0.49736 -1.17258
C -3.02867 -3.67301 -3.24228
C 1.10680 -4.91820 -2.25304
C -2.09961 -1.47672 -2.87050
C -6.45250 1.54993 0.80551
C -5.25064 2.33902 0.34191
H -3.93843 -1.84789 -3.89451
H -7.18031 1.51476 -0.00554
H -1.89844 -5.31573 -2.47622
H -1.06947 4.88929 -2.39254
H -5.49817 3.38594 0.17125
H 2.67743 1.62804 1.18635
H 1.68166 -4.23177 -2.87655
H -2.78125 4.49619 -2.14628
H -6.91071 2.02186 1.67389
H 4.95341 0.78923 -0.02551
H -0.19688 0.04488 -4.14280
H 1.80783 -5.53921 -1.69417
H 0.75715 -3.45603 -0.70420
H -1.56141 -0.17646 -5.24559
H 1.59310 -2.00179 -2.60885
H -0.27508 -4.87737 -0.61360
H -1.23829 1.41848 -4.54345
H -3.15165 0.31172 -3.36412
H -3.80875 -4.30352 -3.64893
H -1.92652 5.47498 -0.94991
H -6.15639 0.53596 1.07108
H 0.53056 -5.56424 -2.91575
H -1.77675 0.54591 -2.27798
H -4.85035 1.92384 -0.58208
H -1.06927 2.61771 -1.62028
H -0.62966 3.56712 -0.19981
H 4.18376 -1.08055 -1.82916
*
```

The calculation puts the energy at -2273.6356 hartree. As for the relative energy (zero: lowest compared OMol25 entry of this formula, charge and spin): 9.4 kcal/mol. As for the strongest force on any atom: 3.71 eV/A. The value obtained for the LUMO energy (spin up / spin down) is -1.193 / -1.143 eV. Its HOMO-LUMO gap (spin up / spin down) is 5.772 / 6.589 eV.


(5)
A structure of composition C19H27BaClN8O6S. Source: OMol25; level of theory: ωB97M-V with the def2-TZVPD basis set.

Geometry as ORCA input:
```
! wB97M-V def2-TZVPD RIJCOSX def2/J DEFGRID3
* xyz -2 1
Ba 0.83893 -0.24095 0.19405
Cl 6.02970 1.93193 2.85606
S -2.18632 2.65888 3.71051
O 1.25384 -3.72497 3.24375
O 1.53899 -2.53333 1.36104
O 1.59547 2.04713 -0.02752
O -1.54322 -0.85242 -1.13130
O -3.62395 -0.36918 -0.56339
O -1.50554 -3.55883 -2.02381
N -1.22866 -2.65551 0.97244
N 2.87952 -1.74898 -6.56783
N 2.42548 0.31431 2.65066
N -3.19470 1.68423 -2.39055
N 1.77703 -0.72909 -2.45970
N -1.33534 0.86119 1.73416
N -0.58033 2.87221 -2.38064
N 3.01409 -0.30898 -4.55325
C -0.65581 -2.64644 2.31539
C -1.67886 1.62162 2.55581
C 4.55869 1.11433 3.29207
C -0.60554 -4.04226 -1.03761
C 2.90268 -1.11349 -5.59415
C 2.24199 -0.13987 3.88557
C 4.38254 0.64359 4.58055
C -2.49071 -1.01306 -0.37871
C -1.17347 -3.98496 0.37012
C -2.88959 2.89608 -1.60919
C 0.85584 -3.00852 2.31532
C -0.82676 1.64219 -3.13491
C 3.55858 0.93779 2.34807
C -2.47479 -1.94819 0.81256
C -2.28767 1.57066 -3.55091
C 2.34197 -0.58289 -3.46897
C 1.78992 3.37268 0.27152
C -1.43232 2.89041 -1.19418
C 3.19280 0.00333 4.88373
H -2.67991 -1.31925 1.68023
H -0.40922 -5.08917 -1.28584
H -3.33464 -2.62507 0.68929
H -0.56712 0.75044 -2.55775
H 1.30372 -0.64538 4.07932
H -2.48524 2.38773 -4.25992
H -4.14269 1.76278 -2.74549
H -0.54637 -4.61523 1.00611
H 0.38191 2.84225 -2.05139
H -3.52842 2.91325 -0.72404
H -3.08167 3.80080 -2.20422
H -1.22059 3.78528 -0.60753
H 3.64782 1.32026 1.33534
H 0.34641 -3.50439 -1.06252
H 1.57935 4.05271 -0.58090
H -1.24282 2.03447 -0.53925
H 2.83535 3.60689 0.56610
H -3.42789 0.33220 -1.27192
H 1.15570 3.73113 1.10409
H 3.00622 -0.38564 5.87505
H -0.20386 1.63701 -4.03078
H -0.78143 -1.64262 2.73660
H 5.15983 0.77926 5.32085
H -1.16068 -3.35474 2.98794
H -1.41106 -2.59784 -2.04548
H -2.47961 0.62029 -4.05189
H -2.17765 -4.43804 0.35125
*
```

The calculation puts the energy at -2513.8174 hartree. As for the relative energy (zero: lowest compared OMol25 entry of this formula, charge and spin): 0.0 kcal/mol. As for the strongest force on any atom: 0.49 eV/A. The value obtained for the LUMO energy is 3.967 eV. Its HOMO-LUMO gap is 7.067 eV.


(6)
A cluster of 2 separate species, C19H27Cl2N3O2 in total in a non-equilibrium geometry. Source: OMol25; level of theory: ωB97M-V with the def2-TZVPD basis set.

Geometry as ORCA input:
```
! wB97M-V def2-TZVPD RIJCOSX def2/J DEFGRID3
* xyz 0 1
Cl 2.09837 3.25800 -4.15910
Cl -1.64347 -1.74482 -4.14275
O 2.57582 0.64632 -5.52524
O -1.54296 0.49297 -2.13150
N -0.35499 -0.86106 1.44613
N -1.41634 -0.02738 1.57734
N -1.05468 1.08453 0.97513
C -0.69596 -1.84685 3.63031
C 0.24144 1.04054 0.47799
C 1.56027 -2.29767 -0.36811
C 1.94052 -1.05448 0.44226
C -1.56732 3.13720 2.17607
C 1.07197 1.89685 -4.11754
C -0.05829 1.87945 -3.37391
C -1.81521 -2.75823 1.57465
C 2.85194 -0.16634 -0.40039
C 0.74664 2.13050 -0.20338
C -3.33060 1.58696 1.16127
C -0.55177 -2.15452 2.15190
C -1.96433 2.22316 1.03454
C 1.49111 0.71448 -4.94117
C -0.56130 -0.42209 -4.14063
C 0.50343 -0.37500 -4.96905
C -0.81862 0.65317 -3.12895
C 2.67171 -1.44800 1.73134
C 0.67235 -0.27612 0.78919
H 2.05507 -2.08957 2.37009
H 2.34792 0.11477 -1.33458
H -2.02063 -3.71865 2.06287
H 2.47058 -2.83806 -0.65656
H 0.21354 -1.37653 4.02005
H 0.30977 -2.79359 1.97056
H 0.67876 -1.20420 -5.64362
H -1.70927 -2.93014 0.49806
H 0.92337 -2.97591 0.20896
H -3.35371 0.90726 2.01699
H -2.21793 4.01596 2.20663
H -3.52697 1.00920 0.25389
H -1.86615 2.74712 0.08429
H -2.65400 -2.06917 1.72649
H 3.12248 0.73609 0.16068
H 1.02631 -1.99542 -1.27761
H 3.59329 -1.98980 1.48491
H -1.64798 2.59967 3.12606
H 0.17303 3.05273 -0.19791
H -0.87402 -2.77562 4.18606
H -1.53290 -1.15444 3.77761
H 2.94111 -0.54484 2.29118
H -0.53709 3.47425 2.03814
H 3.77924 -0.69275 -0.66629
H 1.70496 2.04920 -0.69660
H -0.34873 2.77692 -2.83751
H -4.09976 2.35393 1.26078
*
```

The calculation puts the energy at -1975.1999 hartree. As for the strongest force on any atom: 2.85 eV/A. The value obtained for the LUMO energy is -1.806 eV. Its HOMO-LUMO gap is 3.974 eV.